Record 1
Computed, not measured: one molecule with the formula C19H20ClN3O2S, with ωB97M-V/def2-TZVPD.

Summary:
Energy relative to the best compared isomer or geometry (same formula, charge and spin)   0.0 kcal per mole
Structure (SMILES)   O=C(Cc1ccc(Cl)cc1)NC(=S)Nc1ccccc1N1CCOCC1
E   -1909.1840 Ha
Frontier orbital gap   8.44 eV
HOMO level   -8.14 eV

```
46
Properties=species:S:1:pos:R:3:forces:R:3:nbo_charge:R:1
H -3.220 -2.586 -2.719 0.0 -0.1 0.1 0.216
C 2.633 0.529 2.951 0.1 0.1 0.0 -0.181
H -2.627 0.421 0.168 0.0 0.0 0.0 0.215
C -1.887 -0.958 1.664 -0.1 0.3 -0.1 -0.087
C -2.836 -1.612 -2.981 0.0 0.0 0.2 -0.240
N -0.816 1.027 -1.471 0.6 -0.1 0.7 -0.615
H 6.299 0.880 1.829 0.1 0.0 0.0 0.228
O 0.831 0.577 0.595 0.1 -0.1 0.1 -0.612
H -2.855 -3.179 -0.444 0.1 0.0 -0.1 0.175
H 2.404 3.355 1.069 -0.1 0.0 0.0 0.228
H -3.612 -1.700 -4.968 0.0 -0.1 -0.1 0.214
H -3.630 -1.030 0.394 0.1 0.1 0.0 0.182
C -1.629 0.392 -2.413 -0.4 -0.1 -0.4 0.185
N -1.868 -1.318 -0.733 0.1 -0.1 0.0 -0.466
C -1.841 -2.749 -0.499 0.3 -0.1 0.3 -0.245
H -2.441 -0.533 2.503 0.0 0.0 -0.1 0.192
H 1.310 2.853 2.370 0.0 0.1 -0.1 0.248
H 3.299 -1.165 4.080 0.0 -0.1 0.1 0.229
S -1.096 3.608 -2.158 -0.1 0.4 -0.2 -0.218
C 1.024 1.776 0.572 0.1 0.2 0.1 0.706
C -1.136 -2.985 0.841 0.0 -0.2 -0.3 -0.072
C 4.897 -0.232 3.003 -0.1 0.2 -0.1 -0.041
N 0.418 2.617 -0.314 0.0 0.0 0.0 -0.632
H -0.871 -0.538 1.636 -0.2 0.0 0.0 0.188
H -0.412 0.382 -0.782 0.0 0.2 -0.1 0.461
C -3.060 -1.110 -4.252 0.0 0.0 -0.1 -0.204
H -1.283 -3.234 -1.301 0.0 0.0 0.0 0.216
C -2.591 0.144 -4.598 0.0 -0.1 0.0 -0.218
Cl 6.089 -1.343 3.580 0.1 -0.1 0.1 0.008
C -2.140 -0.868 -2.038 0.0 0.2 -0.2 0.127
H -1.119 -4.048 1.086 0.0 0.0 -0.1 0.194
C 4.312 1.669 1.681 -0.1 0.0 0.1 -0.147
O -1.819 -2.346 1.894 -0.1 -0.1 0.1 -0.523
C -0.503 2.314 -1.325 -0.3 0.1 -0.2 0.281
C 1.941 2.493 1.552 0.1 -0.3 0.1 -0.519
C -2.594 -0.655 0.341 0.0 0.0 0.4 -0.245
C 3.579 -0.367 3.411 0.0 0.0 0.0 -0.214
H -0.107 -2.602 0.778 -0.1 -0.1 0.0 0.173
H -2.772 0.540 -5.585 0.0 0.0 -0.1 0.216
H 0.609 3.610 -0.259 -0.1 -0.2 0.0 0.431
C 2.988 1.555 2.084 0.0 0.1 0.0 -0.035
H 4.603 2.458 1.002 0.0 0.1 -0.1 0.206
H -1.477 1.855 -3.964 0.0 0.0 0.0 0.243
H 1.605 0.424 3.264 -0.1 0.0 0.0 0.220
C -1.870 0.892 -3.684 0.1 0.0 0.0 -0.222
C 5.271 0.785 2.140 0.1 -0.1 0.1 -0.243
```
Positions in Å, forces in eV/Å.

Record 2
Computed, not measured: C19H20F3INO3S as an isolated structure, with ωB97M-V/def2-TZVPD.

Summary:
Energy relative to the best compared isomer or geometry (same formula, charge and spin)   1.1 kcal per mole
E   -2011.8926 Ha
Frontier orbital gap   5.81 eV
Total charge   -1
HOMO level   -3.24 eV

```
48
Properties=species:S:1:pos:R:3:forces:R:3:nbo_charge:R:1
H -0.208 -1.773 2.233 0.2 0.0 0.1 0.234
I -1.237 0.988 2.154 0.6 0.3 0.9 0.460
H 3.711 2.623 0.310 -0.2 -0.3 -0.1 0.209
H 4.312 0.864 -1.392 -0.1 0.0 0.2 0.211
C 1.191 -0.203 2.841 -0.1 -0.1 -0.2 0.242
H 1.698 1.093 -4.124 -0.2 0.2 0.2 0.170
H -4.931 0.900 -1.766 0.1 0.0 0.3 0.179
F 0.352 -4.140 -1.573 0.7 0.2 0.5 -0.336
H 1.385 -2.350 2.788 -0.2 0.2 0.0 0.215
C 3.204 1.655 0.296 -0.2 0.4 -0.3 -0.219
O 0.366 0.810 3.466 -0.7 -0.6 -1.4 -0.727
C 0.597 -1.601 2.955 -0.3 -0.2 -0.1 -0.656
N 1.345 2.649 -2.799 0.6 0.5 -0.3 -0.509
C 2.447 -0.181 3.721 0.3 0.1 -0.2 -0.616
H -5.815 -1.771 -0.543 0.0 0.1 -0.1 0.206
F 2.439 -3.493 -1.278 -0.4 -0.6 0.3 -0.345
H -0.778 2.647 -0.186 0.2 -0.2 -0.3 0.234
H 3.191 -0.879 3.323 0.0 0.1 0.1 0.208
C 2.238 1.382 1.255 0.7 -0.2 -0.1 -0.161
C -0.448 0.911 -1.460 0.1 0.3 -0.2 0.002
O -3.618 -0.359 -0.758 -0.8 0.2 -0.3 -0.543
C 3.523 0.695 -0.659 0.3 -0.2 0.4 -0.227
S 0.522 -1.704 -0.854 1.0 -1.9 1.9 0.276
C -5.817 -1.006 -1.325 -0.1 -0.2 -0.1 -0.618
C 1.610 0.137 1.343 -0.5 -0.3 -0.1 -0.039
H 0.198 -1.727 3.969 0.1 0.0 -0.2 0.214
H -6.841 -0.657 -1.463 -0.1 0.0 0.0 0.198
H 0.042 -0.444 -3.131 0.1 0.4 0.3 0.212
C 0.659 3.070 -1.733 -0.8 -1.0 0.0 0.025
C -2.688 0.614 -0.548 2.4 -0.1 0.5 0.753
C 1.125 1.411 -3.247 -0.7 -0.3 0.5 0.017
C 1.681 -0.692 0.149 1.4 -0.2 0.1 -0.179
H -5.284 0.629 -0.026 0.0 0.1 -0.2 0.180
H -1.410 -1.015 -0.675 -0.2 1.1 -0.8 0.234
H 0.833 4.094 -1.390 0.0 -0.2 -0.2 0.174
F 1.166 -3.897 0.467 0.3 -0.2 -0.8 -0.340
C -0.256 2.258 -1.057 0.7 0.5 -0.3 -0.295
H 3.009 -1.214 -1.481 -0.3 0.4 0.1 0.222
H -5.481 -1.468 -2.258 0.0 0.0 0.1 0.206
H 2.186 -0.475 4.740 -0.1 -0.1 -0.1 0.211
C -1.319 0.074 -0.688 -3.6 0.4 -0.3 -0.633
C -4.940 0.160 -0.955 0.1 -0.3 0.3 -0.068
C 2.785 -0.483 -0.704 -0.1 1.1 0.0 -0.201
C 0.222 0.525 -2.657 0.4 0.6 -0.2 -0.312
H 1.996 2.133 2.012 0.2 -0.4 0.0 0.220
O -3.013 1.765 -0.266 -0.5 0.0 -0.2 -0.719
H 2.878 0.823 3.766 0.0 -0.1 -0.1 0.216
C 1.175 -3.381 -0.792 -0.1 0.7 0.4 0.814
```
Positions in Å, forces in eV/Å.

Record 3
Computed, not measured: C19H20F4MnN2O2 as an isolated structure, with ωB97M-V/def2-TZVPD.

Summary:
Energy relative to the best compared isomer or geometry (same formula, charge and spin)   0.0 kcal per mole
E   -2546.3868 Ha
Frontier orbital gap (alpha / beta)   7.84 / 8.25 eV
HOMO level (alpha / beta)   -8.00 / -8.04 eV
Spin multiplicity   2

```
48
Properties=species:S:1:pos:R:3:forces:R:3:lowdin_spin:R:1
H -0.425 4.600 -4.536 0.0 0.0 0.0 0.000
F -5.017 -1.134 0.392 0.0 0.0 0.0 0.000
H 3.564 0.866 1.295 0.0 -0.1 0.0 0.000
H 2.939 -0.635 2.844 0.0 -0.1 0.0 0.001
Mn -0.166 0.237 0.496 -0.1 -2.1 0.4 0.952
C -0.480 2.460 -4.388 0.0 0.0 0.0 0.000
C -0.515 2.864 -1.625 0.0 0.0 0.0 0.001
C -0.476 3.946 -2.495 0.0 0.0 0.0 0.000
C -4.027 -2.015 0.586 -0.1 0.0 0.0 0.000
C 1.923 -0.406 2.501 0.0 0.0 0.1 0.004
N 1.895 -0.403 1.023 -0.5 1.1 -0.3 -0.009
C 2.469 1.595 -0.396 0.0 0.0 0.1 0.000
H -5.326 -3.723 0.781 0.0 0.0 0.0 0.000
H 1.911 2.319 0.198 0.0 0.0 0.0 0.000
H 3.295 2.119 -0.879 0.0 0.0 0.0 0.000
H 0.802 -3.469 0.166 0.0 0.0 0.0 0.000
H -0.602 0.708 -1.522 -0.1 -0.2 0.0 0.004
C 2.982 0.460 0.467 0.1 0.1 0.0 -0.002
H 0.911 -3.000 1.851 0.0 0.0 0.0 0.000
H 1.266 -1.201 2.849 0.0 0.0 0.0 0.000
H 2.139 1.734 2.853 0.0 0.0 0.0 0.000
H 1.822 1.211 -1.186 0.0 0.0 -0.1 0.000
H 1.392 0.835 4.176 0.1 0.0 0.0 0.001
H 2.010 -1.642 -0.626 0.0 0.0 0.0 0.000
C -0.458 3.748 -3.868 0.0 0.0 0.0 0.000
O -0.393 4.266 0.271 0.0 0.1 0.1 -0.001
C -4.312 -3.352 0.783 0.0 0.0 0.0 -0.001
C -2.728 -1.579 0.589 0.1 0.1 -0.1 0.001
C -0.543 1.584 -2.160 0.0 0.1 -0.2 0.006
O -0.638 2.084 0.646 0.3 0.0 0.1 0.022
H 3.657 -0.163 -0.121 0.0 -0.1 0.1 -0.001
F -3.450 -5.494 1.196 0.0 0.0 0.0 0.000
C 1.987 -1.755 0.459 0.2 -0.1 -0.1 -0.001
H 2.915 -2.249 0.774 0.1 0.1 0.0 -0.001
C -0.522 1.371 -3.530 0.0 0.0 0.0 0.000
H -0.550 0.363 -3.926 0.0 0.0 0.0 0.000
H 0.469 1.195 2.725 -0.1 0.1 0.0 0.004
C -3.234 -4.187 0.985 0.0 -0.1 0.0 0.000
C -1.607 -2.392 0.764 0.0 -0.2 -0.1 0.002
F -0.957 -4.652 1.225 0.0 0.0 0.0 0.000
N -0.385 -1.793 0.698 0.1 1.2 0.0 -0.006
H -0.465 2.303 -5.459 0.0 0.0 0.0 0.000
F -2.446 -0.263 0.410 -0.1 0.6 -0.2 0.012
C -0.506 3.130 -0.130 -0.1 -0.3 -0.1 0.002
C 1.458 0.916 3.091 0.1 0.0 0.0 0.008
C 0.804 -2.606 0.835 -0.1 -0.2 0.1 -0.001
H -0.458 4.940 -2.067 0.0 0.0 0.0 0.000
C -1.925 -3.740 0.987 0.1 -0.1 0.0 -0.001
```
Positions in Å, forces in eV/Å.

Record 4
Computed, not measured: C19H20FeN9O2S as an isolated structure, with ωB97M-V/def2-TZVPD.

Summary:
E   -3041.0693 Ha
Frontier orbital gap (alpha / beta)   7.20 / 7.05 eV
Total charge   +1
HOMO level (alpha / beta)   -10.13 / -10.13 eV
Spin multiplicity   5

```
52
Properties=species:S:1:pos:R:3:forces:R:3:lowdin_spin:R:1
H -3.889 1.812 -1.293 0.0 -0.1 0.0 0.000
C 3.201 -0.413 -1.406 0.2 -0.1 -0.2 0.002
C 2.035 1.721 1.233 -1.0 0.2 0.8 0.014
C -1.066 0.886 2.488 0.9 0.1 -0.5 0.003
H 5.856 1.663 -1.358 0.1 0.1 0.0 0.000
N 1.122 -2.910 0.380 -0.3 1.0 0.1 0.021
H 1.906 -5.818 -0.924 0.1 -0.2 -0.1 0.000
C 1.653 -3.592 1.368 0.0 0.2 0.4 0.002
N 0.018 1.646 2.286 -0.2 1.2 0.8 0.001
C 2.903 1.175 0.222 0.5 -0.3 -0.6 0.001
O -1.241 3.697 3.266 -0.1 0.4 0.1 0.001
N -4.734 0.125 -0.466 -0.9 -0.3 0.3 0.001
H 4.976 -0.321 -2.600 0.1 -0.1 -0.1 0.000
C -4.220 -1.016 -0.150 0.0 0.1 0.0 0.001
N 2.456 0.086 -0.432 -0.5 -0.1 0.2 0.028
Fe 0.251 -0.697 0.245 0.0 0.9 0.7 3.768
C -3.925 1.014 4.898 -0.1 -0.2 0.0 0.000
C 1.159 -3.736 -0.708 0.1 -0.4 -0.2 0.003
H -3.026 4.280 4.971 0.0 0.1 0.0 0.000
C 4.903 1.226 -1.099 -0.2 -0.2 -0.1 -0.002
N 0.898 1.152 1.436 0.4 -1.2 -1.1 0.035
H 0.791 -3.414 -1.662 0.0 -0.1 -0.2 0.001
H 1.775 -3.223 2.368 0.1 0.0 0.2 0.000
H -0.559 3.228 2.735 0.0 -0.2 0.1 0.000
H 2.792 -1.278 -1.907 0.0 -0.1 -0.1 0.001
H 2.457 -5.531 1.536 0.0 0.1 0.0 0.000
H -4.634 0.331 5.338 -0.1 -0.1 0.1 0.000
H -5.935 -1.862 0.706 0.0 0.0 0.0 0.000
H -4.978 -2.992 -0.257 0.0 -0.1 0.0 0.000
H -1.976 -2.346 0.732 -0.1 0.2 -0.1 0.000
H -2.053 -2.813 -0.873 -0.1 0.2 0.1 0.001
H 2.324 2.610 1.789 0.0 0.0 0.0 0.001
C -2.078 2.792 3.780 0.0 -0.2 -0.1 0.000
C -3.926 2.357 5.267 0.1 0.0 -0.1 0.000
N 2.025 -4.821 0.966 0.0 0.2 0.1 0.000
H -4.623 2.709 6.012 -0.1 0.1 0.0 0.000
C 4.426 0.116 -1.784 -0.1 0.1 0.1 0.003
C -2.558 0.206 -0.976 -0.4 -0.2 0.0 0.008
C -3.030 3.236 4.702 0.1 0.0 0.0 0.000
S -1.066 0.717 -1.505 1.0 -0.1 0.2 0.029
C -4.925 -2.165 0.449 -0.1 -0.1 0.0 0.000
C -2.059 1.429 3.418 -0.2 0.0 0.1 0.002
H 4.458 2.637 0.462 0.0 0.1 0.1 0.000
N -1.931 -2.028 -0.235 0.3 0.1 0.2 0.020
H -2.971 -0.477 3.685 0.0 -0.1 0.0 0.000
C -3.004 0.562 3.981 0.1 0.1 -0.1 0.000
H -4.411 -2.508 1.347 0.0 0.0 0.1 0.000
C 4.131 1.768 -0.088 -0.3 -0.2 0.1 0.003
N -2.873 -1.031 -0.461 -0.1 0.7 -0.2 0.002
O -1.198 -0.241 1.931 0.0 -1.1 -0.8 0.043
C 1.718 -4.930 -0.358 -0.2 0.1 -0.4 0.001
N -3.731 0.866 -0.982 1.1 -0.7 0.1 0.005
```
Positions in Å, forces in eV/Å.

Record 5
Computed, not measured: C19H20FeO6 as an isolated structure, with ωB97M-V/def2-TZVPD.

Summary:
Energy relative to the best compared isomer or geometry (same formula, charge and spin)   18.0 kcal per mole
E   -2450.9406 Ha
Frontier orbital gap (alpha / beta)   6.39 / 7.37 eV
HOMO level (alpha / beta)   -6.06 / -9.28 eV
Spin multiplicity   5

```
46
Properties=species:S:1:pos:R:3:forces:R:3:lowdin_spin:R:1
H -3.986 2.746 2.013 0.2 -0.1 -0.2 -0.002
C 0.121 2.000 1.581 0.3 0.5 -0.5 0.039
C -1.145 1.287 1.201 -0.3 2.0 3.0 0.459
Fe 1.902 -1.795 -2.477 -0.7 -0.6 2.0 1.293
C 0.015 -2.588 -2.139 -1.0 -0.2 0.5 0.172
C -2.818 -0.473 1.775 -0.1 0.1 0.1 0.002
H -0.681 -0.733 1.738 0.0 0.3 0.1 0.017
H -1.612 1.169 -2.564 0.3 -0.2 0.0 0.009
O 3.527 0.286 -3.599 -1.8 -0.8 0.9 0.029
H 1.192 -0.351 0.195 -0.7 -0.3 -0.3 0.013
H -2.990 -1.388 2.359 0.1 0.2 -0.1 0.000
C 0.471 -2.036 -0.931 -0.3 -0.5 -0.2 0.066
O 3.394 -3.556 -4.229 -1.9 1.2 1.3 -0.001
H -3.790 0.812 3.231 0.1 -0.2 -0.1 0.000
O 4.135 -1.851 -0.626 -2.2 -0.4 -0.8 0.000
H -2.934 -0.744 0.714 0.0 0.1 0.2 0.001
C 3.323 0.565 2.413 0.2 -0.2 -0.1 0.000
C -3.852 0.591 2.156 -0.1 -0.3 0.3 0.001
H -1.239 0.256 3.079 0.0 0.1 -0.3 0.025
H -0.805 -0.104 -4.387 0.2 -0.2 0.5 0.017
C -0.579 -0.483 -3.379 0.7 -1.5 -1.9 0.361
H 2.303 2.389 2.985 0.0 -0.1 -0.3 0.000
H -0.164 -3.661 -2.213 0.5 0.2 -0.1 0.010
H 3.507 -0.032 1.510 -0.1 0.1 0.2 0.000
O 0.340 3.195 1.557 -0.4 -1.2 0.0 0.078
O 1.064 1.091 1.949 0.0 0.7 -0.2 0.007
C -1.396 0.056 2.001 -0.6 -1.0 -0.2 0.068
C 2.686 -0.367 -3.131 3.0 2.3 -2.0 0.059
H -0.718 1.174 -0.367 0.5 -0.7 -1.1 0.044
H -4.361 1.905 0.522 0.4 0.1 0.1 0.002
C -2.266 2.205 0.856 -0.7 0.0 -0.8 0.048
H 2.946 -0.092 3.206 0.1 0.2 -0.2 0.000
C 0.477 -0.639 -0.598 1.1 -0.5 1.9 0.415
C 2.362 1.692 2.138 0.2 0.0 0.3 0.001
C -0.454 0.313 -1.021 -0.4 0.5 -2.8 0.311
C 2.663 -2.924 -3.576 3.0 -2.0 -2.4 0.010
C -3.681 1.893 1.388 0.1 0.3 -0.3 0.005
H 0.109 -2.271 -4.306 -0.5 0.1 0.7 0.005
H -4.862 0.203 1.977 0.2 0.1 0.1 0.000
H 4.285 0.974 2.726 0.0 0.0 0.0 0.000
H 0.741 -2.743 -0.128 -0.1 0.4 -0.3 0.016
C 0.005 -1.781 -3.321 -1.7 0.6 -1.4 0.068
O -2.114 3.136 0.079 0.1 -0.6 0.5 0.115
C 3.163 -1.921 -1.261 3.4 0.4 1.1 0.009
C -0.925 0.350 -2.327 -0.7 1.5 2.1 0.228
H 2.643 2.250 1.232 -0.2 -0.1 0.3 0.001
```
Positions in Å, forces in eV/Å.